Record 1
Computed, not measured: a structure of composition C46H65N3P2RuSe at a distorted geometry, with the ωB97M-V functional and the def2-TZVPD basis.

Computed properties:
HOMO level (alpha / beta) = -9.399 / -9.886 eV
net charge = +1
⟨S²⟩ = 0.761
calculated total energy = -5135.01536 a.u.
spin multiplicity = 2

XYZ file:
```
118
C46H65N3P2RuSe (the ωB97M-V functional and the def2-TZVPD basis)
Ru -0.231 -1.316 -0.325
C 3.913 0.342 0.365
C 3.625 -0.891 -0.500
C 3.724 -0.499 -1.979
P 2.109 -1.921 -0.112
C 2.623 -3.590 -0.718
C 2.517 -3.696 -2.240
C 3.975 -4.110 -0.235
C 2.117 -1.976 1.700
C 3.278 -2.004 2.472
C 3.242 -1.774 3.835
C 2.026 -1.453 4.427
C 0.862 -1.435 3.681
C 0.880 -1.757 2.319
N -0.308 -1.775 1.553
C -1.504 -2.222 2.151
C -1.530 -3.048 3.283
C -2.729 -3.491 3.807
C -3.940 -3.135 3.225
C -3.924 -2.360 2.079
C -2.724 -1.918 1.529
P -2.577 -1.008 -0.032
C -3.704 -1.801 -1.280
C -3.211 -1.492 -2.700
C -5.192 -1.458 -1.176
C -3.414 0.586 0.369
C -2.769 1.188 1.617
C -3.374 1.540 -0.819
H 4.984 0.552 0.309
H 3.654 0.213 1.415
H 3.389 1.218 -0.011
H 4.423 -1.607 -0.290
H 2.887 0.135 -2.275
H 3.755 -1.351 -2.650
H 4.641 0.073 -2.133
H 1.862 -4.230 -0.274
H 3.380 -3.250 -2.729
H 1.612 -3.221 -2.628
H 2.495 -4.745 -2.529
H 4.815 -3.584 -0.693
H 4.064 -5.160 -0.523
H 4.076 -4.064 0.849
H 4.234 -2.173 1.993
H 4.151 -1.800 4.420
H 1.983 -1.208 5.481
H -0.072 -1.169 4.156
H -0.607 -3.370 3.743
H -2.715 -4.133 4.678
H -4.876 -3.480 3.642
H -4.860 -2.110 1.601
H -3.595 -2.870 -1.096
H -3.374 -0.443 -2.952
H -3.767 -2.090 -3.425
H -2.151 -1.699 -2.836
H -5.399 -0.449 -1.534
H -5.591 -1.543 -0.168
H -5.758 -2.147 -1.805
H -4.459 0.349 0.589
H -1.681 1.188 1.516
H -3.018 0.618 2.511
H -3.104 2.218 1.760
H -2.354 1.655 -1.176
H -3.757 2.523 -0.534
H -3.975 1.182 -1.654
C 2.287 4.956 -4.318
C 0.977 4.670 -3.596
C 0.632 3.185 -3.604
C -0.702 2.868 -2.942
N -0.722 3.253 -1.530
C -0.135 2.571 -0.533
Se 0.798 0.944 -0.698
N -0.289 3.257 0.612
C 0.380 2.938 1.878
C 1.864 3.288 1.840
C 2.181 4.773 1.685
C 1.746 5.628 2.870
C -1.077 4.377 0.363
C -1.590 5.360 1.201
C -2.361 6.343 0.614
C -2.612 6.355 -0.765
C -2.108 5.375 -1.598
C -1.342 4.380 -1.003
H 2.538 6.015 -4.281
H 2.228 4.662 -5.367
H 3.111 4.401 -3.864
H 0.165 5.236 -4.063
H 1.046 5.026 -2.563
H 1.421 2.615 -3.107
H 0.584 2.819 -4.633
H -0.937 1.805 -3.004
H -1.508 3.420 -3.425
H 0.250 1.874 2.074
H -0.143 3.490 2.658
H 2.319 2.722 1.024
H 2.312 2.909 2.764
H 1.736 5.152 0.759
H 3.261 4.872 1.557
H 0.663 5.723 2.940
H 2.149 6.637 2.792
H 2.104 5.200 3.810
H -1.411 5.355 2.266
H -2.783 7.123 1.233
H -3.218 7.146 -1.185
H -2.306 5.388 -2.660
C -1.012 -3.376 -0.753
C -0.332 -4.678 -0.615
C 0.016 -5.448 -1.724
C 0.592 -6.702 -1.573
C 0.834 -7.212 -0.307
C 0.470 -6.469 0.810
C -0.116 -5.225 0.656
H -1.759 -3.289 0.026
H -1.428 -3.207 -1.742
H -0.180 -5.061 -2.718
H 0.849 -7.284 -2.449
H 1.284 -8.190 -0.190
H 0.635 -6.869 1.803
H -0.412 -4.654 1.528
```

Mulliken atomic charge list, values in e, 6 entries: number 1, Ru, carries -1.588; number 2, C, carries -1.817; number 3, C, carries 0.602; number 4, C, carries -1.269; number 5, P, carries 2.244; number 6, C, carries 2.357

---

Record 2
Computed, not measured: a cluster of 2 separate species, CH4NO2Si in total at a distorted geometry, with the ωB97M-V functional and the def2-TZVPD basis.

Computed properties:
HOMO level = -3.719 eV
net charge = -1
calculated total energy = -535.26108 a.u.
spin multiplicity = 1

XYZ file:
```
9
CH4NO2Si (the ωB97M-V functional and the def2-TZVPD basis)
C -0.665 1.119 -1.070
N -0.123 -0.756 -0.506
O 0.116 1.406 1.273
O -1.851 1.049 -1.190
Si 0.748 0.093 0.848
H -1.107 -0.822 -0.307
H 0.178 -0.927 -1.438
H 2.137 0.012 0.512
H 0.568 -1.173 1.878
```

Mulliken atomic charge list, values in e, 6 entries: number 1, C, carries 0.043; number 2, N, carries -0.664; number 3, O, carries -0.580; number 4, O, carries -0.350; number 5, Si, carries 0.287; number 6, H, carries 0.308

---

Record 3
Computed, not measured: a structure of composition C16H20N6OPtS at a distorted geometry, with the ωB97M-V functional and the def2-TZVPD basis.

Computed properties:
HOMO level = -14.646 eV
net charge = +2
calculated total energy = -1542.50149 a.u.
spin multiplicity = 1

XYZ file:
```
45
C16H20N6OPtS (the ωB97M-V functional and the def2-TZVPD basis)
Pt 0.221 0.391 0.641
N -2.211 0.693 4.232
C -1.452 0.890 3.158
S -0.106 -0.211 2.901
N -1.716 1.887 2.369
N -0.960 1.926 1.248
C -1.041 2.959 0.500
C -0.353 2.905 -0.779
C -0.343 3.951 -1.679
C 0.377 3.819 -2.859
C 1.062 2.642 -3.103
C 0.998 1.627 -2.163
N 0.302 1.754 -1.032
H -1.976 -0.010 4.912
H -2.918 1.374 4.464
H -1.606 3.819 0.838
H -0.888 4.855 -1.442
H 0.409 4.629 -3.575
H 1.636 2.501 -4.008
H 1.505 0.685 -2.324
C -3.277 -1.576 -1.569
C -2.112 -1.516 -0.634
O -1.642 -0.407 -0.299
N -1.615 -2.673 -0.193
C -0.610 -2.748 0.856
C 0.799 -2.574 0.337
C 1.584 -3.681 0.067
C 2.853 -3.528 -0.466
C 3.306 -2.250 -0.746
C 2.489 -1.182 -0.449
N 1.270 -1.326 0.103
H -4.045 -0.886 -1.223
H -3.697 -2.576 -1.645
H -2.962 -1.243 -2.559
H -1.995 -3.529 -0.564
H -0.702 -3.710 1.353
H -0.832 -1.976 1.579
H 1.194 -4.666 0.285
H 3.475 -4.392 -0.658
H 4.284 -2.075 -1.171
H 2.816 -0.170 -0.642
C 1.899 1.281 1.392
H 2.455 1.706 0.556
H 2.500 0.537 1.909
H 1.622 2.073 2.082
```

Mulliken atomic charge list, values in e, 6 entries: number 1, Pt, carries 1.299; number 2, N, carries -0.363; number 3, C, carries 0.792; number 4, S, carries -0.528; number 5, N, carries -1.464; number 6, N, carries 0.731

---

Record 4
Computed, not measured: a cluster of 2 separate species, C14H16O in total at a distorted geometry, with the ωB97M-V functional and the def2-TZVPD basis.

Computed properties:
SMILES string = Cc1ccc(O)cc1.Cc1ccccc1
HOMO level = -8.021 eV
calculated total energy = -618.21669 a.u.
spin multiplicity = 1

XYZ file:
```
31
C14H16O (the ωB97M-V functional and the def2-TZVPD basis)
C -3.866 2.739 -0.572
C -2.726 1.934 -0.975
C -3.017 0.856 -1.911
C -1.996 0.316 -2.679
C -0.668 0.854 -2.449
O 0.288 0.674 -3.400
C -0.297 1.531 -1.293
C -1.404 2.083 -0.632
H -4.550 2.401 0.194
H -4.594 2.842 -1.303
H -3.469 3.650 -0.062
H -4.047 0.408 -1.976
H -2.066 -0.410 -3.507
H 0.921 1.460 -3.219
H 0.755 1.569 -0.877
H -1.140 2.699 0.151
C 1.793 -3.207 0.329
C 1.897 -2.214 1.348
C 1.932 -0.914 1.089
C 2.226 0.037 2.095
C 2.183 -0.371 3.381
C 2.032 -1.717 3.613
C 1.868 -2.636 2.651
H 2.795 -3.388 -0.125
H 1.067 -3.075 -0.475
H 1.448 -4.197 0.788
H 1.996 -0.565 0.160
H 2.626 0.968 1.753
H 2.440 0.184 4.194
H 2.114 -1.990 4.692
H 1.659 -3.696 2.837
```

Mulliken atomic charge list, values in e, 6 entries: number 1, C, carries -1.476; number 2, C, carries 0.421; number 3, C, carries -0.290; number 4, C, carries -0.673; number 5, C, carries 0.743; number 6, O, carries -0.543

---

Record 5
Computed, not measured: an isolated molecule of C19H21ClN2O3, with the ωB97M-V functional and the def2-TZVPD basis.

Computed properties:
SMILES string = C[C@@H](NC(=O)OCc1ccccc1)C(=O)N(C)Cc1ccc(Cl)cc1
HOMO level = -9.028 eV
calculated total energy = -1532.09588 a.u.
spin multiplicity = 1

XYZ file:
```
46
C19H21ClN2O3 (the ωB97M-V functional and the def2-TZVPD basis)
C -0.693 -3.721 -0.644
C -0.173 -2.429 -0.027
N 1.262 -2.331 -0.222
C 2.044 -1.627 0.623
O 1.687 -1.200 1.699
O 3.290 -1.507 0.123
C 4.223 -0.748 0.893
C 4.385 0.640 0.330
C 3.275 1.462 0.179
C 3.411 2.732 -0.351
C 4.660 3.197 -0.727
C 5.771 2.386 -0.574
C 5.633 1.111 -0.054
C -0.821 -1.227 -0.741
O -0.835 -1.192 -1.961
N -1.305 -0.224 0.016
C -1.335 -0.210 1.464
C -1.948 0.899 -0.650
C -3.433 0.887 -0.405
C -4.192 -0.183 -0.867
C -5.551 -0.242 -0.628
C -6.160 0.782 0.080
Cl -7.861 0.718 0.384
C -5.423 1.858 0.546
C -4.061 1.901 0.303
H -1.743 -3.855 -0.396
H -0.129 -4.571 -0.268
H -0.596 -3.672 -1.726
H -0.349 -2.418 1.048
H 1.610 -2.496 -1.155
H 5.168 -1.296 0.858
H 3.861 -0.699 1.928
H 2.302 1.103 0.482
H 2.541 3.362 -0.468
H 4.766 4.190 -1.139
H 6.747 2.744 -0.866
H 6.502 0.477 0.058
H -2.070 -0.920 1.854
H -0.351 -0.436 1.877
H -1.624 0.786 1.790
H -1.740 0.789 -1.718
H -1.503 1.832 -0.292
H -3.708 -0.972 -1.423
H -6.138 -1.072 -0.989
H -5.909 2.650 1.094
H -3.486 2.741 0.666
```

Mulliken atomic charge list, values in e, 6 entries: number 1, C, carries -1.755; number 2, C, carries 0.297; number 3, N, carries -0.157; number 4, C, carries 0.634; number 5, O, carries -0.685; number 6, O, carries -0.403